Below is a single C3H5ClO molecule, with properties calculated with ωB97M-V/def2-TZVPD.

SMILES = O[C@@H]1C[C@H]1Cl
Relative energy (zero: lowest compared OMol25 entry of this formula, charge and spin) = 37.49 kcal per mole
DFT total energy = -17760.1520 eV
Kohn-Sham gap = 10.49 eV
HOMO energy = -0.355 hartree

```
10
C3H5ClO ωB97M-V/def2-TZVPD
O 0.47 1.83 0.26
C -0.11 0.74 -0.40
C -0.73 -0.43 0.40
C 0.53 -0.65 -0.23
Cl 0.58 -1.83 -1.64
H 0.62 1.63 1.21
H -0.56 0.96 -1.39
H -1.66 -0.96 0.19
H -0.59 -0.34 1.47
H 1.44 -0.95 0.12
```